Record 1
Molecular formula: C16H31Cl3MnN2OSi2
Method: DFT, wB97M-V/def2-TZVPD

Geometry as ORCA input:
```
! wB97M-V def2-TZVPD RIJCOSX def2/J DEFGRID3
* xyz 0 6
Mn -0.600 -0.144 0.585
Cl -5.175 -5.700 1.891
C -4.386 -4.218 1.440
C -3.063 -4.015 1.786
C -2.469 -2.826 1.411
Cl -0.787 -2.556 1.844
C -3.113 -1.801 0.695
O -2.535 -0.694 0.356
C -4.463 -2.079 0.380
Cl -5.349 -0.874 -0.494
C -5.091 -3.253 0.738
H -2.508 -4.762 2.333
H -6.125 -3.415 0.469
N -1.510 1.887 0.011
C -0.673 3.036 0.377
C -0.610 3.207 1.891
C 0.131 2.134 2.679
N -0.531 0.812 2.629
H -1.620 1.806 -0.994
H -2.450 1.968 0.389
H -1.035 3.970 -0.066
H 0.328 2.855 -0.023
H -1.626 3.317 2.289
H -0.112 4.157 2.099
H 0.230 2.473 3.715
H 1.141 2.006 2.285
H -1.500 0.901 2.928
H -0.096 0.187 3.301
C 2.041 -0.915 -3.578
Si 0.771 -0.143 -2.410
C -0.874 -0.973 -2.821
C 0.645 1.673 -2.952
C 1.162 -0.343 -0.610
Si 2.790 0.155 0.098
C 3.172 2.005 -0.056
C 2.896 -0.314 1.937
C 4.273 -0.718 -0.687
H 1.674 -0.888 -4.606
H 2.236 -1.958 -3.320
H 2.997 -0.387 -3.555
H -1.139 -0.796 -3.866
H -1.711 -0.638 -2.201
H -0.795 -2.055 -2.685
H 0.625 1.726 -4.044
H 1.503 2.259 -2.619
H -0.252 2.188 -2.603
H 1.212 -1.451 -0.506
H 2.528 2.662 0.532
H 3.104 2.332 -1.095
H 4.199 2.185 0.270
H 1.936 -0.241 2.455
H 3.612 0.310 2.476
H 3.229 -1.350 2.036
H 4.427 -0.421 -1.726
H 4.144 -1.802 -0.671
H 5.188 -0.484 -0.136
*
```

LUMO energy (alpha / beta) = 0.00538 / 0.00456 Eh
DFT total energy = -106769.674 eV
gap between HOMO and LUMO (alpha / beta) = 7.690 / 8.054 eV


Record 2
Molecular formula: C16H31CrNOP2
Method: DFT, wB97M-V/def2-TZVPD

Geometry as ORCA input:
```
! wB97M-V def2-TZVPD RIJCOSX def2/J DEFGRID3
* xyz 0 5
P -0.130 -1.460 -4.063
P 0.685 -0.697 -5.861
C -0.497 -2.850 -5.763
C 0.275 -2.159 -6.873
H -1.590 -2.746 -5.831
H -0.210 -3.923 -5.620
H 1.206 -2.677 -7.136
H -0.277 -1.960 -7.799
C -0.454 0.626 -6.326
H -0.358 1.469 -5.629
H -1.495 0.297 -6.327
H -0.173 0.947 -7.340
C 2.250 0.141 -6.027
H 2.315 0.601 -7.020
H 3.094 -0.540 -5.914
H 2.362 0.939 -5.286
C -1.727 -1.590 -3.145
H -1.877 -2.666 -2.991
H -2.582 -1.151 -3.677
H -1.650 -1.106 -2.165
C 1.767 -1.447 -3.311
H 1.695 -1.296 -2.227
H 2.378 -0.643 -3.738
H 2.394 -2.387 -3.517
Cr 0.884 -3.244 -4.131
C -0.081 4.210 -1.319
C -1.343 3.773 -1.238
C -2.235 3.411 -2.406
C -1.996 2.032 -3.118
C -0.640 1.395 -2.925
C 0.493 1.983 -3.345
C 0.543 3.434 -3.737
C 0.733 4.438 -2.570
C 0.812 -5.341 -4.394
H 0.428 4.580 -0.420
H -1.857 3.741 -0.264
H -2.165 4.189 -3.186
H -3.279 3.440 -2.041
H -2.793 1.330 -2.813
H -2.190 2.182 -4.200
H -0.651 0.501 -2.309
H 1.447 1.440 -3.395
H -0.360 3.746 -4.289
H 1.407 3.580 -4.406
H 1.794 4.446 -2.275
H 0.526 5.456 -2.949
H 1.528 -5.845 -3.729
H 0.934 -5.709 -5.423
H -0.209 -5.602 -4.068
O 0.228 -3.849 0.047
C 0.291 -3.784 -1.154
N 0.352 -3.659 -2.349
*
```

LUMO energy (alpha / beta) = -0.00010 / -0.00707 Eh
DFT total energy = -67622.352 eV
relative energy (zero: lowest compared OMol25 entry of this formula, charge and spin) = 381.25 kJ/mol
gap between HOMO and LUMO (alpha / beta) = 5.779 / 6.232 eV


Record 3
Molecular formula: C16H31N3O2
Method: DFT, wB97M-V/def2-TZVPD

Geometry as ORCA input:
```
! wB97M-V def2-TZVPD RIJCOSX def2/J DEFGRID3
* xyz 0 1
C -6.725 -1.515 -0.343
C -6.083 -0.495 0.587
O -4.830 -0.038 0.083
C -3.765 -0.843 0.322
O -3.802 -1.850 0.986
N -2.675 -0.368 -0.321
C -1.349 -0.853 -0.032
C -0.560 0.195 0.786
C 0.764 -0.326 1.108
C 1.868 -0.734 1.347
C 3.189 -1.275 1.663
N 4.109 -1.460 0.565
C 3.800 -2.502 -0.381
C 2.680 -2.237 -1.396
C 4.800 -0.282 0.101
C 3.944 0.872 -0.434
N -0.566 1.460 0.065
C -0.583 2.646 0.892
C 0.657 2.868 1.766
C 0.294 1.532 -1.104
C -0.516 1.875 -2.355
H -7.703 -1.794 0.041
H -6.839 -1.096 -1.340
H -6.101 -2.403 -0.400
H -5.929 -0.935 1.578
H -6.698 0.405 0.671
H -2.724 0.567 -0.698
H -1.448 -1.779 0.536
H -0.830 -1.062 -0.973
H -1.105 0.356 1.726
H 3.039 -2.252 2.142
H 3.670 -0.611 2.391
H 4.723 -2.729 -0.925
H 3.532 -3.390 0.202
H 2.956 -1.443 -2.085
H 1.763 -1.960 -0.883
H 2.498 -3.140 -1.975
H 5.501 -0.602 -0.674
H 5.391 0.098 0.946
H 3.230 1.193 0.320
H 3.394 0.579 -1.324
H 4.588 1.712 -0.688
H -1.467 2.589 1.537
H -0.714 3.503 0.226
H 0.800 2.032 2.448
H 0.540 3.779 2.348
H 1.551 2.964 1.153
H 0.797 0.573 -1.248
H 1.076 2.289 -0.968
H -1.054 2.810 -2.212
H 0.146 1.984 -3.210
H -1.238 1.092 -2.571
*
```

LUMO energy = 0.03085 Eh
DFT total energy = -25658.959 eV
relative energy (zero: lowest compared OMol25 entry of this formula, charge and spin) = 252.41 kJ/mol
gap between HOMO and LUMO = 9.080 eV


Record 4
Molecular formula: C16H31N4O4
Method: DFT, wB97M-V/def2-TZVPD

Geometry as ORCA input:
```
! wB97M-V def2-TZVPD RIJCOSX def2/J DEFGRID3
* xyz 1 1
C 5.472 0.638 3.522
C 5.686 1.594 2.232
O 7.030 1.265 1.724
C 5.718 3.122 2.724
O 4.678 3.976 2.167
C 3.387 3.413 2.293
C 2.521 3.373 0.972
C 1.107 2.752 0.995
C 0.605 2.176 2.362
C -0.861 1.494 2.336
C -0.772 0.021 3.052
N 0.131 -0.936 2.351
N 1.419 2.253 3.558
C 2.763 2.833 3.575
H 4.403 0.638 3.925
H 5.892 -0.424 3.342
H 6.152 1.080 4.350
H 4.969 1.377 1.371
H 6.857 0.505 1.115
H 6.722 3.561 2.352
H 5.791 3.173 3.878
H 2.972 3.811 0.019
H 0.512 2.718 0.028
H -1.236 1.321 1.260
H -1.592 2.135 2.952
H -1.837 -0.429 3.061
H -0.382 0.104 4.138
H -0.214 -1.145 1.392
H 1.093 -0.548 2.289
H 0.991 1.840 4.409
H 3.330 2.854 4.563
C -4.143 -0.322 -0.637
C -2.822 -0.184 -1.343
O -1.752 -0.410 -0.780
N -2.833 0.204 -2.644
C -3.976 0.514 -3.478
H -3.971 -0.638 0.392
H -4.663 0.638 -0.622
H -4.756 -1.078 -1.133
H -1.910 0.274 -3.050
H -3.964 -0.161 -4.336
H -3.871 1.542 -3.831
H -4.918 0.407 -2.946
C -2.603 -3.086 -3.833
C -4.006 -3.484 -4.201
O -4.970 -2.760 -3.977
N -4.192 -4.690 -4.802
C -3.195 -5.681 -5.150
H -2.617 -2.101 -3.363
H -2.184 -3.802 -3.122
H -1.980 -3.032 -4.728
H -5.159 -4.886 -5.019
H -3.241 -5.848 -6.229
H -3.443 -6.611 -4.635
H -2.190 -5.370 -4.874
*
```

LUMO energy = -0.16863 Eh
DFT total energy = -31234.955 eV
relative energy (zero: lowest compared OMol25 entry of this formula, charge and spin) = 312.64 kJ/mol
gap between HOMO and LUMO = 6.529 eV